57
Properties=species:S:1:pos:R:3:forces:R:3 method="wB97M-V/def2-TZVPD" e_homo_ev=-11.1 total_energy_ha=-4509.715270 gap_ev=7.49 spin_multiplicity=1 de_lowest_kcal_mol=0.0 charge=+1 lumo_ev=-3.58
Ga -0.07902 0.20321 0.27611 -0.11 -0.17 0.03
Cl -0.35853 -4.45171 1.47261 -0.06 0.03 0.00
Cl -5.52469 -3.96316 0.05202 0.03 0.03 -0.01
P 2.33001 0.04722 -0.29495 -0.07 0.27 -0.40
O -0.22650 -1.53680 0.79200 -0.04 -0.38 0.28
N -2.15549 -0.07185 -0.17098 0.13 -0.24 -0.12
C 2.46875 -2.23334 -4.27416 0.00 0.02 0.01
C 2.65493 4.59139 -0.95675 -0.05 0.01 0.01
C -1.64593 -3.45382 0.91599 -0.07 -0.25 0.06
C -0.93087 2.96667 0.54450 0.16 0.18 -0.04
C -1.41394 -2.13452 0.64940 0.31 0.27 0.01
C 3.74351 3.79821 -1.17281 0.02 -0.07 -0.01
C -3.96100 -3.25648 0.26008 -0.09 0.02 0.00
C 2.40650 -0.79031 -1.89711 -0.01 -0.06 -0.03
C 3.16055 -0.32845 -2.97493 0.01 0.04 -0.03
C 3.65427 2.40947 -0.94350 0.11 0.10 -0.03
C -4.40133 0.28039 -0.88169 0.04 0.05 0.02
C 3.81523 -0.40419 0.62386 -0.10 -0.20 0.13
C 5.66844 -1.88503 1.00991 -0.02 0.01 0.01
C 3.18838 -1.04915 -4.15815 -0.01 -0.01 0.00
C 4.54557 -1.53481 0.27126 0.06 0.01 0.02
C 0.08857 2.11325 0.19540 0.01 0.36 0.18
C -4.73673 -1.01334 -0.58064 -0.03 -0.09 0.03
C -0.80658 4.36463 0.37322 -0.06 -0.10 0.02
C 1.32537 2.64298 -0.29542 -0.14 0.08 0.09
C 1.71542 -2.69844 -3.20655 0.02 0.05 0.04
C 0.34219 4.88032 -0.14907 0.05 0.01 -0.03
C -3.08648 0.71466 -0.67328 -0.01 0.11 -0.14
C 2.47436 1.83095 -0.55572 -0.03 -0.05 -0.04
C 4.19250 0.35992 1.72853 0.02 0.00 0.00
C -2.47819 -1.35963 0.13664 0.00 0.09 0.00
C -2.93154 -4.01392 0.72812 0.12 -0.04 0.04
C 1.67987 -1.97745 -2.01902 0.05 -0.02 -0.06
C 1.43844 4.04302 -0.47943 0.02 0.05 -0.01
C 6.05154 -1.11762 2.09966 -0.02 0.01 0.00
C -3.75995 -1.88814 -0.06262 -0.21 0.02 -0.07
C 5.31276 0.00412 2.46006 0.00 -0.03 -0.01
H 5.61097 0.60037 3.31238 -0.01 -0.01 -0.01
H 3.71635 0.59862 -2.90180 -0.03 -0.06 0.01
H 4.67667 4.22681 -1.51405 -0.01 -0.01 0.02
H -2.78623 1.72108 -0.93836 0.01 -0.02 0.01
H -5.12952 0.96961 -1.28483 0.02 -0.02 0.00
H 2.49556 -2.79155 -5.20139 0.00 0.01 0.02
H 0.44384 5.94896 -0.29976 0.01 -0.03 0.01
H 4.54210 1.79657 -1.06021 -0.04 0.03 -0.03
H -1.84357 2.57736 0.97992 -0.01 0.02 -0.02
H 1.10344 -2.34755 -1.17808 0.00 0.00 0.00
H -3.08702 -5.05832 0.96271 0.02 0.03 0.00
H 3.77389 -0.68649 -4.99332 -0.02 -0.01 0.02
H 4.25056 -2.13325 -0.58153 0.00 0.00 0.01
H -1.62203 5.01867 0.65554 0.02 -0.03 -0.01
H 6.24247 -2.75929 0.73233 -0.01 0.01 0.00
H -5.74379 -1.37553 -0.74216 0.03 0.00 0.00
H 1.15620 -3.62054 -3.29383 0.00 0.00 0.00
H 6.92695 -1.39348 2.67311 -0.01 0.01 -0.01
H 2.71047 5.66004 -1.13112 0.00 -0.03 0.04
H 3.62252 1.23886 2.00697 0.01 0.00 0.00

71
Properties=species:S:1:pos:R:3:forces:R:3 method="wB97M-V/def2-TZVPD" e_homo_ev="-3.9 / -4.8" total_energy_ha=-4127.452516 gap_ev="4.51 / 5.34" spin_multiplicity=3 s_squared=2.055 de_lowest_kcal_mol=58.1 charge=-1 lumo_ev="0.56 / 0.57"
W -1.14710 -0.13616 -0.26865 -4.86 -0.34 2.43
Cl -7.39393 2.60045 1.65501 -0.20 0.12 0.13
Cl -4.75159 1.84224 3.10612 0.22 -0.04 0.32
Cl -5.29383 0.93469 -3.03788 0.09 -0.08 -0.27
Cl -7.67716 2.16629 -1.40959 -0.29 0.09 -0.20
O -2.93135 0.26563 -1.26947 -0.42 0.52 -0.01
O 0.73452 -0.02847 -0.98996 2.18 -2.28 -0.94
O -1.91489 -2.91159 -3.34058 -0.09 -0.45 0.05
O 0.29784 -1.89084 0.04983 2.51 0.58 -1.84
O 4.73065 0.30378 -3.83340 0.08 -1.57 0.24
O 5.82892 -1.49346 -4.37674 -1.00 0.52 0.72
O -0.93417 1.73592 -0.40984 0.69 1.29 -0.47
O -2.67423 0.67260 1.19464 -0.20 0.11 -0.40
O -2.11604 -1.74284 1.02935 0.61 -0.42 0.68
O -1.56446 -1.70750 -1.48187 0.39 -0.81 -0.17
N 0.70575 0.91752 1.87237 -0.35 -0.76 0.28
N -0.92759 0.42410 -2.88500 -0.06 -0.07 -0.83
N -1.02617 -0.84570 -3.49215 0.30 0.43 -0.26
N -0.28169 0.05907 1.58662 0.78 0.81 -0.37
N 4.92212 -0.91844 -3.75713 1.83 1.83 -1.87
C 3.89484 4.29660 0.77522 0.09 -0.03 0.07
C 4.07719 -1.69775 -2.93941 -1.06 -1.88 1.24
C -3.32574 -2.46041 0.80387 -0.35 0.08 -0.41
C 2.66377 3.67054 0.49306 -0.03 -0.27 0.29
C 4.28208 -3.09330 -2.86422 -0.14 1.11 -0.02
C -1.67460 -2.96071 3.11873 -0.01 0.03 -0.21
C 2.22361 2.61697 1.33076 -0.02 0.26 -0.32
C -0.47010 -0.93469 2.52331 -0.44 -0.67 0.45
C 3.01754 2.24396 2.42437 0.26 -0.02 0.26
C -0.89484 -3.07609 4.26672 0.05 0.08 -0.04
C 4.65621 3.90113 1.84198 0.07 0.21 -0.15
C -5.15624 1.19534 -1.34117 0.38 -0.09 0.20
C 1.87237 4.04535 -0.61247 -0.37 -0.08 -0.30
C -3.82690 1.05904 0.70182 0.28 -0.27 -0.37
C -3.97818 0.84399 -0.69880 0.31 0.05 0.47
C -1.55424 -1.91420 -2.75634 0.21 1.01 -0.48
C 4.20774 2.87564 2.68246 -0.14 -0.21 0.06
C 1.00028 1.90977 1.03303 -0.49 0.51 -0.75
C 0.07470 -2.12857 4.54911 -0.20 -0.28 0.11
C -4.89551 1.60530 1.41043 0.26 -0.13 -0.17
C -6.08097 1.94311 0.75467 -0.06 -0.04 -0.36
C 3.46465 -3.84266 -2.03747 0.27 -0.31 -0.13
C 1.09247 -1.27246 -0.75391 -3.06 1.04 2.27
C -6.21490 1.74634 -0.61229 0.13 0.00 0.35
C -1.45361 -1.91773 2.24529 0.33 0.67 -0.05
C 0.27663 -1.05753 3.70278 -0.17 0.24 -0.54
C 0.69239 3.39564 -0.88955 0.05 0.01 0.07
C 3.05812 -1.09189 -2.22222 -0.28 0.12 0.20
C 2.21535 -1.86294 -1.41294 1.80 -1.54 -0.93
C 0.23179 2.33260 -0.09988 0.52 0.03 0.95
C 2.44715 -3.26151 -1.31325 -0.50 1.49 -0.01
H -3.75192 -2.04802 -0.11624 0.14 -0.12 0.22
H -0.02159 0.84924 -3.09032 -0.36 -0.20 0.10
H 5.07241 -3.53101 -3.45175 0.03 -0.08 0.01
H 4.81104 2.57315 3.52803 0.01 -0.03 0.04
H 0.67755 -2.23127 5.43989 0.05 0.04 0.07
H -3.12452 -3.52563 0.65716 0.07 0.13 0.02
H 5.60927 4.37175 2.03370 0.08 0.09 0.02
H -4.02247 -2.31211 1.63602 0.21 0.07 -0.05
H -1.14320 -0.89573 -4.49926 -0.14 -0.05 0.37
H 4.23420 5.08781 0.12063 0.03 0.07 -0.05
H -1.69799 1.03917 -3.16444 0.26 -0.31 0.25
H -2.42305 -3.70741 2.91184 -0.12 -0.07 -0.10
H 2.66669 1.43723 3.04953 0.03 -0.01 0.05
H 2.21838 4.84269 -1.25396 -0.01 0.10 -0.07
H 1.01957 -0.30420 3.91171 0.01 0.01 0.01
H 0.08686 3.68566 -1.73793 -0.05 0.03 -0.04
H 1.78494 -3.83705 -0.68737 -0.05 -0.12 0.08
H 3.62561 -4.90913 -1.96364 0.00 -0.03 -0.03
H -1.04574 -3.92051 4.91988 -0.05 -0.07 0.12
H 2.91529 -0.02080 -2.28887 -0.04 -0.06 -0.02